Entry 1:
# C18H16F6N5O3S3SbV

A structure of composition C18H16F6N5O3S3SbV at a distorted geometry (ωB97M-V/def2-TZVPD, the OMol25 dataset).

The value obtained for the energy is -113560.6008 eV. As for the frontier orbital gap (alpha / beta): 0.228 / 0.250 hartree. The expectation value of S² is 0.7671. As for the energy above the lowest of the compared OMol25 structures with the same formula, charge and spin: 28.57 kJ/mol. The HOMO energy (alpha / beta) is -8.1729 / -8.1824 eV.

ORCA input file:
```
! RIJCOSX wB97M-V def2-TZVPD def2/J DEFGRID3
* xyz 0 2
Sb 0.01537 -1.08870 3.09269
V 0.65532 -0.37701 -0.53982
S 1.60951 0.97145 -2.16168
S -3.04164 1.15296 -2.99357
S -1.40135 -1.27685 -3.46706
F 1.11217 -2.61770 3.07075
F -1.11805 0.39112 2.87940
F -1.43774 -2.18053 3.53535
F -0.32800 -1.38544 1.14744
F 0.39705 -0.63391 4.86422
F 1.51773 -0.11894 2.46070
O 0.51593 -2.01624 -1.20401
O 0.80906 2.72845 2.51817
O 0.23612 1.15063 0.46133
N -1.22985 0.23313 -1.27624
N 3.90380 2.16553 -1.53903
N 2.57896 -0.74389 -0.19329
N 3.52346 0.26082 -0.35397
N -1.75737 1.37059 -0.61098
C 2.97542 -1.89440 0.21312
C -2.78593 -0.99509 -4.60022
C -2.68896 4.77733 1.66307
C 1.75214 -5.33536 0.93571
C -0.92957 1.77358 0.28994
C -2.37109 3.66880 0.91206
C 0.91351 -3.11470 -0.50205
C -0.33980 3.33790 2.17450
C -3.00581 0.49848 -4.68296
C 0.12631 -4.25471 -0.48979
C 3.11573 1.11199 -1.24965
C 2.53563 -4.20245 0.91289
C 0.54558 -5.35262 0.23780
C -1.20207 2.93411 1.14581
C -1.79588 0.06949 -2.42591
C -0.66897 4.46391 2.93557
C -1.82304 5.17147 2.68317
C 2.12046 -3.06432 0.21335
H -3.66618 -1.50950 -4.21552
H 4.77223 2.27504 -1.04479
H 2.06286 -6.20033 1.50412
H 4.01093 -1.98738 0.53032
H -3.94904 0.74859 -5.16645
H -0.07955 -6.23528 0.26919
H 3.46566 -4.16515 1.46527
H 3.62259 2.84930 -2.21431
H 0.90868 1.89251 2.03748
H 0.00560 4.74674 3.73160
H -0.80635 -4.25503 -1.03629
H -2.18860 0.97544 -5.22441
H -3.02536 3.33961 0.11614
H -3.59689 5.32997 1.46556
H -2.51147 -1.41982 -5.56488
H -2.05923 6.03645 3.29015
*
```

Entry 2:
# C14H22F8N2O6

A cluster of 3 separate species, C14H22F8N2O6 in total at a distorted geometry (ωB97M-V/def2-TZVPD, the OMol25 dataset).

The value obtained for the energy is -51877.4112 eV. As for the frontier orbital gap: 0.364 hartree. Its SMILES is O=C(O)OCCOCC(F)(F)C(F)(F)C(F)(F)C(F)F.CNC(C)=O.CNC(C)=O. The HOMO energy is -9.5131 eV.

ORCA input file:
```
! RIJCOSX wB97M-V def2-TZVPD def2/J DEFGRID3
* xyz 0 1
F 0.29512 3.07499 2.27270
F 0.61758 0.23541 -0.58450
F -0.49375 -1.52763 2.24388
F -0.38028 4.04227 0.31582
F -1.47973 1.78395 -0.58276
F -2.28362 -0.87656 0.91529
F -1.77392 1.79015 1.77723
F 1.01998 0.34126 1.64984
O 2.80268 4.78933 -2.36961
O 2.55521 -1.92559 1.15870
O -5.65194 -2.40304 -0.13058
O -6.08679 -3.68265 1.71790
O -1.59058 -3.22019 0.06444
O -4.08686 -4.14879 0.66520
N 1.69959 4.96457 -4.31297
N 3.07460 -3.22642 2.90802
C 1.75585 5.03738 -2.95363
C 0.50172 5.42718 -2.22037
C -0.53598 -2.23468 -0.10355
C -5.29856 -3.43765 0.78327
C 3.64103 -3.54035 4.20249
C -3.66300 -4.29837 -0.71603
C 0.56265 5.21940 -5.17152
C 0.20114 2.85919 0.85332
C 3.75330 -0.86843 2.93912
C -0.88266 1.65049 0.69374
C -2.47477 -3.25268 -1.07554
C 3.08254 -2.03000 2.25872
C -0.03726 0.29207 0.69500
C -0.87919 -1.04635 0.95047
H 0.69493 5.44389 -1.14875
H 3.68205 0.01676 2.30644
H 0.18201 6.42529 -2.52900
H -1.89722 -3.56325 -2.00889
H -3.23390 -5.36519 -0.81801
H 2.83983 -3.89959 4.85098
H -3.00073 -2.24022 -1.26751
H -4.51848 -4.22961 -1.46440
H 4.38028 -4.33300 4.07182
H 4.81007 -1.09042 3.10463
H 3.25871 -0.65441 3.88931
H 4.11742 -2.67760 4.66447
H 2.57561 4.69786 -4.73930
H 1.21245 2.60018 0.39594
H 0.35509 4.31443 -5.74594
H 0.44677 -2.75818 0.13076
H -0.55972 -1.88297 -1.18634
H -0.32560 5.49843 -4.60767
H 2.60827 -3.96091 2.39496
H 0.82298 6.02821 -5.85702
H -6.12646 -2.85692 -0.86329
H -0.28849 4.69900 -2.41729
*
```

Entry 3:
# C16H21N3O5

The molecule C16H21N3O5 at a distorted geometry (ωB97M-V/def2-TZVPD, the OMol25 dataset).

The value obtained for the energy is -31640.2558 eV. As for the frontier orbital gap: 0.362 hartree. Its SMILES is CNC(=O)[C@@H](CC(=O)O)NC(=O)[C@@H](Cc1ccccc1)NC(C)=O. As for the energy above the lowest of the compared OMol25 structures with the same formula, charge and spin: 202.36 kJ/mol. The HOMO energy is -9.3850 eV.

ORCA input file:
```
! RIJCOSX wB97M-V def2-TZVPD def2/J DEFGRID3
* xyz 0 1
O -3.57760 0.71876 -2.52636
O -0.54071 -3.09686 -0.38735
O -1.07679 1.54557 -3.52440
O 0.78649 0.29798 -3.51876
O -0.49462 0.90507 1.62005
N -0.72431 -0.86801 -0.85158
N -2.57838 1.34117 -0.56621
N 1.33319 -0.28223 0.97245
C -1.21584 -0.90899 -3.29965
C 1.85956 -2.69862 1.14533
C -0.23876 -1.92344 -0.24089
C 0.72021 0.82716 1.36944
C 1.31576 2.17615 1.40782
C 5.40257 -2.08750 2.30640
C -0.44841 0.40051 -3.50589
C 3.03364 -2.43813 2.02285
C -1.84527 -0.80279 -1.80430
C 4.31831 -2.46413 1.42325
C -3.02621 2.70652 -0.39825
C -2.79652 0.45298 -1.57993
C 5.13741 -1.71194 3.63436
C 3.85791 -1.57507 4.12969
C 0.72573 -1.66068 0.98361
C 2.81585 -2.09446 3.39183
H 2.32316 -3.04428 0.22062
H 6.38502 -2.00635 1.80661
H 1.78029 -2.03240 3.86323
H -1.92460 1.07194 0.16537
H -2.27828 3.34830 -0.75533
H 1.31611 -3.53995 1.57663
H -3.11651 2.86046 0.70486
H -2.02469 1.49026 -3.40870
H 2.27430 -0.15004 0.63059
H 2.35776 2.07233 1.21743
H -2.39318 -1.78995 -1.67987
H 0.04247 -1.54353 1.86645
H 3.73560 -1.26148 5.15024
H 0.81975 2.99063 0.86041
H -0.32642 -0.02736 -0.50651
H -0.72697 -1.90539 -3.38120
H -3.82547 3.07317 -1.07698
H 5.95229 -1.22977 4.25039
H 1.21760 2.33078 2.51272
H 4.53028 -2.83372 0.37082
H -1.96227 -1.15839 -4.04032
*
```

The highest energy belongs to which entry? C16H21N3O5

Among the records above, which one has the highest energy? C16H21N3O5

Number 3 is which compound? C16H21N3O5